{
  "formula": "C13H52N16O13",
  "method": "ωB97M-V/def2-TZVPD",
  "species": ["C", "O", "H", "H", "H", "H", "C", "O", "H", "H", "H", "H", "C", "O", "H", "H", "H", "H", "C", "O", "H", "H", "H", "H", "C", "O", "H", "H", "H", "H", "C", "O", "N", "N", "H", "H", "H", "H", "C", "O", "N", "N", "H", "H", "H", "H", "C", "O", "N", "N", "H", "H", "H", "H", "C", "O", "N", "N", "H", "H", "H", "H", "C", "O", "N", "N", "H", "H", "H", "H", "C", "O", "N", "N", "H", "H", "H", "H", "C", "O", "N", "N", "H", "H", "H", "H", "C", "O", "N", "N", "H", "H", "H", "H"],
  "positions_angstrom": [[-4.552397, -1.985555, -0.516906], [-4.772804, -1.480646, -1.802288], [-5.349969, -1.652121, 0.147028], [-4.323607, -3.047955, -0.432888], [-3.638835, -1.559036, -0.102682], [-3.962588, -1.083388, -2.129908], [0.172546, 0.756316, 3.967241], [-1.048658, 1.389382, 3.870266], [-0.067611, -0.260186, 4.278937], [0.688411, 0.725059, 3.007553], [0.887041, 1.185414, 4.669726], [-0.998125, 2.176938, 3.323643], [-1.490173, -1.499499, -3.325008], [-1.835377, -1.069733, -4.642857], [-1.846036, -0.747255, -2.621029], [-2.049784, -2.394902, -3.054491], [-0.419850, -1.705689, -3.324180], [-1.587883, -0.142213, -4.648963], [-2.149339, -3.657415, 2.496021], [-1.227075, -4.166121, 3.476789], [-1.934297, -2.609997, 2.284428], [-2.003892, -4.333995, 1.653883], [-3.156320, -3.680051, 2.912652], [-0.444187, -3.624849, 3.351444], [-3.500306, 1.224521, 1.919708], [-3.167715, -0.099305, 2.175583], [-2.658562, 1.912227, 2.001086], [-3.865056, 1.298140, 0.895187], [-4.197929, 1.578496, 2.678734], [-2.687446, -0.106621, 3.006777], [1.926568, -2.369071, 2.992111], [0.828917, -2.449091, 3.512996], [2.957820, -2.118757, 3.637147], [2.009309, -2.738185, 1.770644], [3.836873, -2.539292, 3.371612], [2.763045, -2.149629, 4.627713], [1.170918, -2.524128, 1.249707], [2.895329, -2.674106, 1.290075], [-2.637460, 2.543971, -1.643663], [-1.555274, 2.556265, -1.118700], [-3.723407, 2.893229, -1.004619], [-2.938068, 1.949683, -2.741101], [-3.754260, 3.430178, -0.149741], [-4.619947, 2.816550, -1.463345], [-2.134355, 1.838508, -3.342585], [-3.868355, 2.160908, -3.072813], [3.336421, 2.782047, 2.139882], [2.410259, 3.505411, 1.830841], [4.362562, 2.570846, 1.342911], [3.314716, 2.100142, 3.290474], [4.253316, 3.016044, 0.442932], [5.171186, 2.061870, 1.670282], [2.589136, 2.279623, 3.969753], [4.006641, 1.430453, 3.595193], [4.704854, -2.470514, -1.040355], [4.375176, -3.587201, -1.367629], [3.951457, -1.442049, -0.753512], [5.996614, -2.239884, -0.797729], [2.942582, -1.401144, -0.777761], [4.409309, -0.615537, -0.396659], [6.362446, -1.298785, -0.822202], [6.587436, -3.023780, -1.035501], [0.118066, 1.820467, -4.492072], [-1.068418, 2.051383, -4.826634], [1.138855, 1.964088, -5.274342], [0.435704, 1.638952, -3.298814], [2.014943, 1.484860, -5.122957], [0.856291, 2.271922, -6.193849], [-0.189572, 1.793808, -2.520906], [1.440285, 1.615956, -3.196892], [0.451197, -0.053130, 0.111125], [1.370868, -0.577544, -0.481680], [-0.641090, -0.742567, 0.300871], [0.370670, 1.142759, 0.588425], [-1.266361, -0.430591, 1.030122], [-0.727000, -1.559500, -0.286785], [-0.494616, 1.623674, 0.388202], [1.223165, 1.670955, 0.468501], [0.009053, 5.934663, -0.987044], [0.615231, 6.970731, -0.970127], [-1.317254, 5.891907, -0.838924], [0.527718, 4.781809, -0.727294], [-1.661299, 5.198444, -0.190200], [-1.711522, 6.810587, -0.695126], [1.515485, 4.955640, -0.846465], [-0.008527, 3.968477, -0.993818], [-0.140055, -4.108392, -0.754643], [-1.097529, -3.355192, -0.807585], [-0.147952, -5.340359, -0.248610], [1.090115, -3.812504, -1.092130], [-1.041472, -5.770445, -0.056919], [0.568523, -6.035926, -0.400109], [1.739664, -4.531597, -0.807362], [1.282892, -2.907868, -1.497804]],
  "forces_ev_per_a": [[1.16, 0.58, 1.13], [-0.36, 0.00, -0.80], [-0.19, -0.40, -0.05], [-0.67, -0.30, -0.44], [0.10, 0.31, 0.19], [0.00, -0.13, -0.05], [0.97, -1.22, -0.30], [-1.40, 0.92, 0.06], [0.43, -0.05, 0.01], [-0.02, -0.18, -0.10], [-0.22, 0.31, 0.46], [0.25, 0.08, 0.03], [-0.63, -0.20, -0.57], [-0.14, -0.11, 0.27], [0.63, 0.20, 0.42], [0.19, -0.17, -0.34], [0.05, 0.09, 0.70], [-0.11, 0.32, -0.53], [0.71, -0.72, 0.93], [-0.85, 0.17, -0.05], [0.11, -0.04, -0.44], [-0.69, 0.58, -0.53], [-0.08, -0.29, -0.17], [0.56, 0.16, 0.34], [-0.18, 0.81, 0.04], [0.57, -0.80, -0.12], [0.41, -0.02, -0.16], [-0.32, -0.07, 0.26], [-0.53, 0.16, -0.28], [0.18, -0.08, 0.30], [-5.64, -2.15, -0.91], [-2.05, 1.19, 1.71], [6.71, 1.66, 4.93], [0.95, -0.71, -5.03], [-0.03, 0.27, -0.09], [0.37, 0.11, 0.09], [0.18, -0.38, -0.40], [-0.28, 0.17, -0.35], [-1.16, -0.63, 1.82], [3.68, 0.59, 0.95], [-3.57, 2.15, 2.36], [-0.13, -1.29, -3.14], [0.47, -0.21, -0.24], [0.20, 0.08, 0.23], [-0.38, -0.12, -1.36], [0.57, -0.44, -0.84], [-1.83, 0.21, 0.92], [-0.74, 0.67, -0.52], [1.71, -0.45, -1.37], [0.27, -1.06, 2.11], [0.69, -0.19, 0.16], [-0.08, 0.30, -0.58], [0.06, 0.17, -0.47], [-0.03, 0.23, -0.35], [0.60, -1.35, 0.22], [-1.42, -1.22, -0.57], [-1.62, 2.36, 0.46], [2.72, 0.36, 0.26], [-0.13, -0.01, -0.11], [-0.38, -0.13, -0.06], [0.19, -0.40, -0.06], [0.15, 0.43, -0.04], [-4.78, 2.01, -2.27], [0.41, -0.56, -0.50], [2.23, 0.38, -4.06], [2.41, -1.68, 6.08], [-0.24, 0.22, -0.28], [0.61, -0.39, -0.18], [0.04, -0.15, 0.24], [-0.37, -0.06, 1.26], [-1.10, -2.46, -0.73], [2.79, -0.20, -1.31], [-1.83, -1.03, 0.41], [1.35, 4.17, 1.14], [-0.60, -0.53, -0.35], [-0.72, -0.60, 0.45], [0.04, 0.28, 0.10], [-0.22, 0.52, 0.19], [-1.63, 2.01, 2.45], [1.47, 1.89, -1.34], [-3.62, 0.73, -0.43], [2.82, -2.66, -0.49], [0.02, 0.04, -0.26], [-0.09, -0.14, -0.08], [0.38, -1.52, 0.17], [0.55, -0.39, -0.03], [-0.49, 0.26, 0.24], [-0.78, 0.29, -0.21], [-1.91, -3.05, 1.24], [1.90, 0.94, -0.89], [0.04, 0.32, 0.08], [0.01, 0.49, -0.16], [0.85, 1.08, -0.65], [0.47, -0.32, 0.19]],
  "largest_force_ev_per_a": 8.49,
  "homo_ev": -9.0,
  "homo_lumo_gap_ev": 8.66,
  "total_charge": 0,
  "molar_mass_g_mol": 640.658,
  "de_lowest_ev": 4.494
}

---

{
  "formula": "C13H52N26O13",
  "method": "ωB97M-V/def2-TZVPD",
  "species": ["C", "O", "N", "N", "H", "H", "H", "H", "C", "O", "N", "N", "H", "H", "H", "H", "C", "O", "N", "N", "H", "H", "H", "H", "C", "O", "N", "N", "H", "H", "H", "H", "C", "O", "N", "N", "H", "H", "H", "H", "C", "O", "N", "N", "H", "H", "H", "H", "C", "O", "N", "N", "H", "H", "H", "H", "C", "O", "N", "N", "H", "H", "H", "H", "C", "O", "N", "N", "H", "H", "H", "H", "C", "O", "N", "N", "H", "H", "H", "H", "C", "O", "N", "N", "H", "H", "H", "H", "C", "O", "N", "N", "H", "H", "H", "H", "C", "O", "N", "N", "H", "H", "H", "H"],
  "positions_angstrom": [[12.573819, 12.577419, 13.132724], [12.628301, 12.575787, 11.893615], [12.569327, 11.360064, 13.788449], [12.481693, 13.785234, 13.834666], [12.933718, 10.489728, 13.389574], [12.533686, 11.463363, 14.778852], [11.881699, 13.736857, 14.640785], [12.442451, 14.490826, 13.139820], [6.542014, 12.056366, 7.200932], [5.703769, 11.970960, 6.328048], [7.689782, 12.803382, 7.096235], [6.361670, 11.374685, 8.335970], [8.483431, 12.540113, 7.674417], [7.975447, 13.100763, 6.171051], [7.011358, 11.111695, 9.053748], [5.457376, 10.929066, 8.342121], [8.901237, 7.631790, 6.775071], [9.271449, 6.638887, 6.196388], [7.576457, 7.854657, 7.195151], [9.757781, 8.633309, 6.961127], [6.924247, 7.223539, 6.745853], [7.277432, 8.823742, 7.138781], [9.678960, 9.192041, 7.816337], [10.725523, 8.385871, 6.785127], [8.697718, 15.315604, 13.479326], [8.220722, 15.376689, 14.640258], [9.507971, 16.303792, 13.055193], [8.413117, 14.318774, 12.555804], [10.194132, 16.106626, 12.356634], [9.952085, 16.802878, 13.789195], [8.783984, 14.265461, 11.633130], [7.659591, 13.707068, 12.789314], [6.975434, 7.802978, 11.626059], [6.476496, 8.810222, 11.176879], [7.807085, 6.979841, 10.881784], [6.949173, 7.556012, 12.982987], [8.061627, 7.014464, 9.893445], [8.174523, 6.167962, 11.295555], [7.777237, 7.217565, 13.425522], [6.580301, 8.244451, 13.575330], [10.424533, 8.399176, 14.806363], [10.713295, 8.163460, 13.626274], [11.159325, 7.886318, 15.871995], [9.453277, 9.229782, 15.194464], [11.904328, 7.329943, 15.553113], [11.573601, 8.636659, 16.364778], [8.846097, 9.560882, 14.441838], [8.955237, 9.060154, 16.061082], [10.112048, 12.751013, 16.889833], [10.843046, 11.962939, 17.512265], [9.956745, 13.958976, 17.344478], [9.423368, 12.425641, 15.742531], [9.344046, 14.616016, 16.898383], [10.586844, 14.312458, 18.021180], [9.644731, 11.578422, 15.276613], [9.035636, 13.228658, 15.265786], [12.671475, 15.981137, 10.929308], [13.459960, 15.964262, 11.871282], [12.463631, 14.841189, 10.102179], [12.029031, 17.177526, 10.528980], [12.696926, 13.945262, 10.564947], [11.597634, 14.781897, 9.608282], [12.515085, 18.016751, 10.725899], [11.662629, 17.093063, 9.557085], [6.492723, 11.550423, 13.571265], [7.290724, 10.704795, 14.015946], [6.098977, 11.400273, 12.272083], [6.072501, 12.653112, 14.325150], [5.248291, 11.869198, 12.004356], [6.204357, 10.484929, 11.859637], [6.577123, 12.762839, 15.189925], [5.988676, 13.586371, 13.899319], [9.482743, 11.415676, 10.226437], [8.893097, 11.191137, 9.198067], [10.132175, 12.588736, 10.471343], [9.463259, 10.480792, 11.278768], [10.913206, 12.527882, 11.127002], [10.509447, 12.930169, 9.523210], [9.884123, 10.635945, 12.173111], [8.766271, 9.752655, 11.263925], [11.453265, 12.361484, 7.136745], [11.768342, 12.613492, 8.318272], [10.453953, 13.283491, 6.612670], [12.057672, 11.448396, 6.398450], [10.096972, 13.353426, 5.675031], [10.383839, 14.116922, 7.180301], [12.509199, 10.793119, 7.004052], [11.674756, 11.148850, 5.534503], [12.267796, 9.329365, 9.333889], [12.121546, 9.447987, 8.131765], [12.665675, 10.446949, 10.066806], [12.109940, 8.152486, 10.111156], [13.040653, 10.402704, 11.000639], [12.922789, 11.217583, 9.486154], [12.159707, 8.208891, 11.125918], [11.938183, 7.317833, 9.528269], [8.689194, 15.855930, 8.969339], [9.702122, 15.564423, 8.277272], [8.616265, 16.911501, 9.836095], [7.580663, 15.072702, 8.868248], [9.373729, 17.459148, 10.194963], [7.795226, 16.879081, 10.437577], [6.783708, 15.360628, 9.370239], [7.436631, 14.266238, 8.232507]],
  "forces_ev_per_a": [[-0.01, -0.54, -1.10], [0.55, 0.11, 0.81], [-0.15, 1.23, 0.30], [0.24, -3.25, -0.16], [-0.40, 1.00, 0.12], [0.19, -0.57, 0.72], [-0.06, 0.59, 0.14], [-0.17, 1.38, -0.14], [0.51, -0.44, -0.73], [-0.52, 0.64, -0.97], [0.45, 0.37, 0.03], [-1.32, -0.77, 1.36], [-0.20, -0.22, -0.02], [-0.53, -0.26, 0.22], [0.57, 0.30, -0.19], [0.15, -0.10, 0.09], [-1.16, -0.29, -0.69], [-0.39, -1.46, -0.32], [0.42, -0.03, -0.04], [1.14, 1.95, 1.45], [0.20, 0.05, 0.09], [0.07, -0.18, 0.15], [-0.17, 0.03, -0.60], [-0.32, 0.02, 0.06], [-1.18, -0.87, 0.87], [0.35, -0.94, -1.60], [0.88, 0.39, -0.61], [-0.15, 1.16, 1.83], [0.09, -0.22, -0.83], [-0.04, 0.53, 0.79], [0.41, -0.02, -0.56], [-0.01, -0.35, -0.01], [2.42, 0.14, 0.03], [-1.09, 0.61, -1.01], [-0.52, 0.24, -0.01], [0.34, -1.56, -0.41], [-0.94, 0.90, 0.44], [0.26, -0.89, 0.83], [0.57, -0.68, -0.25], [-0.94, 1.38, 0.19], [1.42, -0.64, -1.08], [-0.52, 0.12, 0.71], [-0.71, -0.02, -0.07], [-1.61, 0.63, -0.44], [0.84, -1.02, -0.68], [0.06, 0.91, 1.19], [0.07, 0.03, 0.35], [0.45, 0.13, -0.05], [1.27, -3.58, 0.02], [-0.26, -0.09, -1.01], [-1.18, 3.22, 0.15], [0.03, 1.46, 0.92], [-0.09, 0.21, -0.18], [0.34, -0.05, 0.62], [-0.03, -0.59, -0.28], [-0.12, -0.39, -0.48], [0.85, -0.76, -0.99], [-0.92, -0.01, -0.29], [0.33, 1.24, 1.99], [-1.13, -2.35, -1.42], [0.03, 0.90, -0.22], [-0.44, 0.26, -0.64], [0.57, 0.59, 0.28], [0.46, 0.35, 1.04], [1.39, -0.95, -0.30], [-0.80, 0.76, 0.51], [-1.01, 1.58, 0.68], [0.17, 0.27, -0.80], [-0.02, 0.13, -0.10], [0.33, -0.50, 0.03], [0.17, -0.38, 0.15], [-0.31, -0.94, -0.04], [0.44, -0.99, 3.28], [-0.53, -0.45, -1.54], [0.72, 0.77, -1.58], [-0.11, 0.68, -1.13], [-0.25, -0.10, -0.13], [-0.53, -0.51, 1.65], [0.22, 0.33, 0.08], [0.03, 0.08, -0.30], [-1.98, 4.10, 0.28], [0.27, -0.75, -1.00], [1.78, -1.96, 0.64], [0.01, 0.50, -0.11], [0.55, -0.35, -0.14], [-0.21, 0.08, 0.03], [0.27, -0.90, -0.06], [-0.27, -0.23, -0.54], [1.15, 0.48, 3.20], [-0.15, -1.28, -0.22], [-0.42, -1.83, -0.44], [0.01, 1.24, -2.47], [-0.15, 0.00, -0.31], [-0.11, 0.66, -0.02], [-0.28, -0.46, -0.66], [0.07, 0.66, 1.26], [1.61, -1.57, -1.79], [-0.78, 1.07, 1.40], [-1.59, -0.50, 0.38], [0.06, 0.33, 0.32], [0.52, -0.28, -0.33], [0.52, 0.33, -0.14], [-0.94, 0.23, 0.49], [0.85, 0.68, 0.08]],
  "largest_force_ev_per_a": 4.56,
  "homo_ev": -9.4,
  "homo_lumo_gap_ev": 9.54,
  "total_charge": 0,
  "molar_mass_g_mol": 780.728,
  "de_lowest_ev": 1.734
}